No. 1
The following is a quantum chemistry calculation of a 6-piece molecular cluster, C28H38ClN8OS overall in a non-equilibrium geometry, from OMol25.

Each line ends with the Löwdin charge.
Cartesian coordinates (Å):
C -0.2524 0.5155 -0.1054  -0.058
C -1.3386 1.7435 0.0046  -0.320
N -1.3718 2.5879 -1.0408  0.125
C -2.2201 1.8404 1.3562  -0.068
C -3.8091 1.5605 1.1387  -0.178
C -4.6082 2.7711 0.4182  -0.116
O -4.5619 2.7646 -1.0373  -0.179
C -4.6808 1.4286 -1.5954  -0.584
Cl -5.6266 1.3913 -3.2031  0.643
C -5.2017 0.3061 -0.5343  -0.073
N -4.0820 0.1886 0.5071  -0.122
N -4.6174 -0.6598 1.5160  0.040
C -4.1421 -1.9048 1.3422  -0.465
S -3.1605 -3.2688 1.1323  0.821
H 0.5927 0.8882 -0.8221  0.070
H -0.7254 -0.4688 -0.4807  0.075
H 0.2777 0.3748 0.9293  0.099
H -2.0732 3.3210 -0.8152  0.065
H -1.8410 0.9811 2.0578  0.130
H -1.9994 2.8255 1.9193  0.148
H -4.2574 1.4752 2.2178  0.176
H -4.0870 3.7605 0.7652  0.164
H -5.6914 2.8393 0.8529  0.153
H -3.5923 1.1002 -1.8847  0.129
H -6.2052 0.5606 -0.0292  0.166
H -5.3645 -0.6979 -1.1016  0.159
H -3.2413 -0.2280 0.0615  0.163
N -3.0337 4.5686 -4.6491  0.008
C -2.4411 5.7752 -4.3847  -0.141
C -3.1988 6.4214 -3.4360  -0.112
C -4.2844 5.5714 -3.1124  -0.117
C -4.1556 4.4334 -3.8742  -0.164
H -2.6961 3.8855 -5.3110  0.149
H -1.5349 6.0701 -4.8940  0.106
H -2.9926 7.3980 -3.0207  0.093
H -5.0737 5.7688 -2.4003  0.092
H -4.7647 3.5423 -3.9321  0.024
N 2.0523 4.9165 -1.8241  0.014
C 3.3234 4.9612 -1.3142  -0.127
C 3.4922 3.8675 -0.4981  -0.111
C 2.2808 3.1336 -0.5212  -0.139
C 1.4109 3.8031 -1.3504  -0.144
H 1.6513 5.5976 -2.4518  0.150
H 3.9959 5.7659 -1.5740  0.112
H 4.3896 3.6230 0.0532  0.094
H 2.0673 2.2159 0.0094  0.061
H 0.3934 3.5833 -1.6415  0.064
N 3.6105 -0.3525 -1.0039  0.009
C 3.0220 -1.0507 -2.0252  -0.147
C 3.3855 -2.3715 -1.9017  -0.110
C 4.2188 -2.4747 -0.7614  -0.116
C 4.3380 -1.2133 -0.2253  -0.144
H 3.5213 0.6416 -0.8489  0.118
H 2.3983 -0.5488 -2.7510  0.106
H 3.0833 -3.1741 -2.5598  0.093
H 4.6806 -3.3725 -0.3741  0.087
H 4.8776 -0.8553 0.6401  0.103
N 5.9776 -3.6310 2.4496  0.000
C 7.2488 -3.5891 2.9588  -0.138
C 7.4158 -4.6840 3.7741  -0.111
C 6.2037 -5.4159 3.7513  -0.113
C 5.3349 -4.7445 2.9234  -0.147
H 5.5772 -2.9489 1.8226  0.112
H 7.9227 -2.7854 2.6993  0.106
H 8.3128 -4.9305 4.3247  0.093
H 5.9895 -6.3336 4.2811  0.092
H 4.3170 -4.9619 2.6326  0.097
N -0.8942 -5.6392 1.9612  -0.030
C 0.3761 -5.5966 2.4742  -0.139
C 0.5404 -6.6909 3.2903  -0.100
C -0.6718 -7.4232 3.2645  -0.100
C -1.5386 -6.7529 2.4340  -0.144
H -1.2920 -4.9578 1.3328  0.041
H 1.0508 -4.7929 2.2162  0.104
H 1.4358 -6.9371 3.8437  0.097
H -0.8873 -8.3405 3.7943  0.098
H -2.5555 -6.9710 2.1406  0.105

Calculated values
ΔE to the lowest compared entry with this formula, charge and spin: 70.4 kcal per mole
total charge: +1
HOMO: -9.5 eV


No. 2
The following is a quantum chemistry calculation of a 5-piece molecular cluster, C28H38ClNO7S4 overall in a non-equilibrium geometry, from OMol25.

Each line ends with the Löwdin charge.
Cartesian coordinates (Å):
C -3.5432 3.0076 4.5601  0.014
C -3.7977 3.3561 3.2781  -0.123
C -2.8170 2.9575 2.2315  -0.216
C -2.7493 1.6197 1.8507  -0.018
C -1.8470 1.1609 0.9029  0.003
C -0.9751 2.0781 0.3376  -0.088
C -1.0398 3.4231 0.6899  -0.086
C -1.9541 3.8762 1.6282  0.054
C -0.0576 4.3418 0.0372  -0.288
O -0.3440 5.4589 -0.3187  0.131
C 1.3012 3.7323 -0.1544  -0.090
C 2.4137 4.5091 0.0474  0.008
C 3.6502 3.8955 -0.0932  0.004
C 3.7416 2.5595 -0.4407  -0.186
N 5.0892 1.9985 -0.5307  0.178
C 5.5125 1.6850 0.5684  -0.321
O 5.8660 1.2880 1.5866  0.211
C 2.6266 1.7446 -0.6670  -0.066
C 2.6110 0.2575 -1.0116  -0.127
C 3.8924 -0.4411 -1.4978  -0.246
C 3.6226 -1.9424 -1.5552  -0.566
Cl 2.5657 -2.3712 -2.9421  0.538
C 1.3869 2.3819 -0.5075  -0.030
C 0.0659 1.6958 -0.6782  -0.265
O -0.2201 0.9349 -1.5747  0.125
H -4.2576 2.5218 5.2170  0.052
H -2.5413 3.1785 4.9482  0.063
H -4.6865 3.9269 3.0199  0.105
H -3.4450 0.9444 2.3255  0.087
H -1.7963 0.1273 0.5903  0.121
H -1.9472 4.9295 1.8780  0.130
H 2.3609 5.5469 0.3410  0.125
H 4.5476 4.4759 0.0704  0.122
H 1.8659 0.1306 -1.7928  0.072
H 2.2205 -0.2947 -0.1538  0.102
H 4.3020 -0.0669 -2.4331  0.099
H 4.6323 -0.3289 -0.7072  0.095
H 3.1205 -2.2412 -0.6417  0.029
H 4.5653 -2.4842 -1.5859  0.077
C 1.6135 1.2032 -4.8420  -0.254
S 3.3131 1.7772 -4.7396  0.802
O 3.4136 2.6099 -3.5197  -0.527
C 3.2296 2.8805 -6.1575  -0.271
H 1.4347 0.5251 -4.0093  0.022
H 0.9343 2.0535 -4.7743  0.063
H 1.4666 0.6712 -5.7825  0.056
H 2.4438 3.6204 -6.0025  0.058
H 3.0320 2.2977 -7.0570  0.052
H 4.1908 3.3818 -6.2523  0.048
C 0.6666 -0.5979 2.6287  -0.267
S 1.7650 -2.0091 2.7710  0.838
O 2.5424 -2.0849 1.4990  -0.563
C 0.4928 -3.2635 2.6714  -0.279
H 1.2745 0.3064 2.6203  0.055
H 0.0958 -0.6636 1.7034  0.038
H -0.0060 -0.5739 3.4860  0.059
H -0.0583 -3.1566 1.7383  0.056
H -0.1821 -3.1716 3.5225  0.061
H 0.9728 -4.2363 2.6960  0.030
C -1.1079 -6.4515 -0.8380  -0.271
S 0.0868 -6.7308 0.4748  0.819
O -0.3225 -5.8803 1.6265  -0.563
C 1.4578 -5.8947 -0.3342  -0.264
H -2.0625 -6.8636 -0.5174  0.048
H -1.2115 -5.3815 -1.0194  0.059
H -0.7765 -6.9603 -1.7431  0.053
H 1.1872 -4.8603 -0.5495  0.054
H 1.7095 -6.4203 -1.2552  0.055
H 2.3111 -5.9151 0.3408  0.054
C -6.9561 -1.7417 0.2000  -0.271
S -6.5250 -0.3474 1.2484  0.820
O -5.0500 -0.1786 1.1668  -0.551
C -6.8785 -1.1662 2.8091  -0.270
H -6.7670 -1.4560 -0.8326  0.050
H -6.3405 -2.6025 0.4616  0.058
H -8.0130 -1.9769 0.3257  0.053
H -6.2681 -2.0650 2.8993  0.059
H -7.9378 -1.4192 2.8542  0.053
H -6.6351 -0.4755 3.6139  0.048

Calculated values
total charge: 0
HOMO: -8.7 eV